[1]
This record from the OMol25 dataset describes C25H27AlClN3O8Si as an isolated structure. The level of theory is wB97M-V/def2-TZVPD.

The value obtained for the energy above the lowest of the compared OMol25 structures with the same formula, charge and spin is 0.0 kJ/mol. As for the largest force on an atom: 0.0026 Eh/bohr. The calculation puts the HOMO energy at -8.6 eV. The calculation puts the HOMO-LUMO gap at 0.2883 Eh.

Geometry as ORCA input:
```
! RIJCOSX wB97M-V def2-TZVPD def2/J DEFGRID3
* xyz 0 1
Al -0.27844 0.25081 0.58626
N 0.34874 2.34302 5.40991
C -0.40312 1.28776 5.79510
O -0.62100 0.98638 6.95193
C -0.99637 0.47598 4.67407
C -2.12878 -0.29237 4.90648
C -2.70583 -0.98648 3.85497
C -2.14261 -0.87919 2.59811
N -1.03431 -0.16217 2.38163
C -0.45806 0.47973 3.40510
H 0.71708 2.92777 6.14101
H 0.36155 2.69127 4.45989
H -2.53859 -0.32317 5.90784
H -3.59109 -1.58916 3.99605
H -2.57063 -1.36775 1.73201
H 0.44649 1.02145 3.17259
O 1.71285 -1.82291 -0.56630
C 2.14014 -0.85737 0.02803
O 1.42667 -0.14661 0.88174
C 3.53413 -0.34304 -0.19120
C 4.34495 -0.99698 -1.11266
C 5.61354 -0.51694 -1.38652
C 6.04154 0.61913 -0.72262
C 5.25962 1.28464 0.20291
C 3.99233 0.79316 0.46675
N 7.38986 1.14752 -1.01946
O 7.73763 2.15693 -0.44194
O 8.06574 0.54096 -1.82426
H 3.96019 -1.87484 -1.61298
H 6.26509 -0.99831 -2.09995
H 5.64362 2.16740 0.69148
H 3.34823 1.29012 1.17781
C -3.16266 0.32745 -1.50448
Si -1.56621 -0.65009 -1.26863
C -2.01641 -2.46308 -1.01052
C -0.51733 -0.52525 -2.82054
H -3.71282 -0.03275 -2.37786
H -2.95645 1.38952 -1.65423
H -3.82020 0.23382 -0.63595
H -2.48250 -2.86364 -1.91501
H -2.72362 -2.61384 -0.19074
H -1.12310 -3.05517 -0.80296
H -1.08078 -0.83911 -3.70366
H 0.36047 -1.16728 -2.72461
H -0.17625 0.49790 -2.98940
C 3.06904 2.47589 -3.03711
C 1.60190 2.78311 -3.12898
C 0.90968 2.67324 -4.32366
C -0.44624 2.96114 -4.38635
Cl -1.28772 2.79442 -5.89949
C -1.13557 3.35522 -3.25897
C -0.45749 3.46953 -2.05052
C 0.90031 3.19705 -1.99020
O 1.66309 3.30642 -0.85918
C 1.14693 3.94563 0.28384
C 0.45406 2.99013 1.24621
O 0.53027 3.17664 2.44860
O -0.20582 2.02962 0.67209
H 3.45130 2.13803 -3.99893
H 3.26032 1.70106 -2.29262
H 3.63269 3.35766 -2.72716
H 1.42976 2.35409 -5.21759
H -2.19551 3.56227 -3.31374
H -1.00990 3.74568 -1.16428
H 0.45240 4.75115 0.02540
H 1.99260 4.38569 0.80729
*
```



[2]
This record from the OMol25 dataset describes a 9-piece molecular cluster, C4H29N2O9 overall at a distorted geometry. The level of theory is wB97M-V/def2-TZVPD.

The value obtained for the energy above the lowest of the compared OMol25 structures with the same formula, charge and spin is 509.3 kJ/mol. The expectation value of S² is 0.754. As for the largest force on an atom: 0.1450 Eh/bohr. The calculation puts the HOMO energy (alpha / beta) at -15.4 / -15.4 eV. The calculation puts the HOMO-LUMO gap (alpha / beta) at 0.3255 / 0.1266 Eh.

Geometry as ORCA input:
```
! RIJCOSX wB97M-V def2-TZVPD def2/J DEFGRID3
* xyz 2 2
C 1.87546 -1.12961 1.73352
O 0.94996 -2.16284 1.49166
C 1.42524 0.13566 0.96135
C 1.92232 1.47282 1.33211
C 2.10983 2.68011 0.43884
N 0.78093 3.29704 0.26607
N -0.13404 0.09919 1.16629
H 2.11696 -1.17809 2.76138
H 2.71708 -1.71600 1.18831
H 0.25046 -2.20605 2.28959
H 1.56140 -0.21882 -0.13570
H 1.35427 1.86372 2.29937
H 2.95371 1.36028 1.77004
H 2.74131 3.41447 1.13090
H 2.36409 2.32059 -0.62961
H 0.31521 3.42115 1.15675
H 0.14104 2.73229 -0.37434
H -0.58326 -0.63265 0.51877
H -0.56505 0.96038 0.73021
H -0.23794 0.17082 2.15770
H -2.11348 -1.58941 -1.96630
H -0.68264 -1.34915 -2.57343
O -1.15783 -1.54697 -1.75849
H -1.54218 0.44165 -1.92400
H -2.70408 1.12273 -1.72149
O -1.77213 1.07357 -1.36707
H -0.09908 -0.49117 -4.67846
H 0.45292 0.55920 -3.44635
O -0.07834 -0.18074 -3.77072
H 2.72573 1.28170 -3.24169
H 2.43934 2.46870 -2.36529
O 2.05163 1.62013 -2.63794
H -2.55693 -0.69976 -0.37942
H -4.10506 -1.27953 -0.86626
O -3.40745 -0.53819 -0.86254
H -2.97377 0.78572 1.32392
H -4.33866 0.19979 1.41196
O -3.54989 0.14602 1.78038
H -0.26288 0.52166 4.35818
H 1.35381 0.29410 4.18739
O 0.47133 0.32026 3.77469
H 1.05560 -4.65730 -1.66099
H 0.03374 -3.78710 -0.85374
O 0.20060 -4.58641 -1.31107
*
```



[3]
This record from the OMol25 dataset describes a 8-piece molecular cluster, C68H87FN2O3PS overall at a distorted geometry. The level of theory is wB97M-V/def2-TZVPD.

As for the largest force on an atom: 0.0464 Eh/bohr. The calculation puts the HOMO energy at -4.4 eV. The calculation puts the HOMO-LUMO gap at 0.2356 Eh.

Geometry as ORCA input:
```
! RIJCOSX wB97M-V def2-TZVPD def2/J DEFGRID3
* xyz -1 1
C 1.08230 -1.53499 2.97140
C 0.03808 -2.63021 2.56237
C -1.39216 -2.01739 2.46239
P -2.67362 -2.64017 1.14935
C -3.33209 -0.85943 0.68535
C -4.84676 -0.56126 0.56863
C -5.02473 0.85839 -0.02689
O -4.59510 1.87058 0.87512
C -1.23772 -2.33920 -0.17704
C -0.16964 -1.21346 -0.30466
C -0.23602 0.29901 -0.04137
C -0.84262 1.15798 -1.17907
O -0.27911 2.49345 -1.05162
C -1.18553 3.30250 -0.30780
C -3.75378 -3.27808 -0.35886
C -3.44742 -4.43485 -1.32697
S -1.80928 -5.12499 -1.65338
C -0.96096 -4.06815 -2.74387
N -1.37647 -3.18040 -3.56071
N -0.23001 -2.63394 -4.09621
C 0.77391 -3.21381 -3.61544
O 0.37322 -4.17442 -2.72511
C -4.12411 -2.70762 2.42913
C -4.18004 -1.83194 3.66544
C -4.23718 -2.47707 4.89678
C -4.25902 -1.83513 6.08886
C -4.20556 -0.45359 6.15962
C -4.18746 0.19647 7.51631
C -4.16855 0.21435 4.97864
C -4.15862 -0.46460 3.78455
C -2.12421 -4.44121 1.63354
F -1.92849 -4.58429 3.05520
C -3.14858 -5.60815 1.39808
C -3.23826 -6.63229 2.56307
H 1.76939 -1.93454 3.72987
H 0.61077 -0.65973 3.42679
H 1.71707 -1.21964 2.13681
H 0.13918 -3.35151 3.37621
H 0.44503 -3.12612 1.67582
H -1.71798 -2.17796 3.50100
H -1.23355 -0.93480 2.43897
H -2.90861 -0.05667 1.29826
H -2.97199 -0.60955 -0.32057
H -5.43408 -0.52952 1.49167
H -5.41584 -1.18801 -0.13026
H -4.50325 0.86200 -0.99359
H -6.09736 0.95313 -0.26047
H -5.34426 2.46915 0.96216
H -0.61065 -3.24504 -0.21683
H -1.71972 -2.35192 -1.16535
H 0.77993 -1.54956 0.13213
H 0.15154 -1.22466 -1.36880
H -0.66807 0.66997 0.89032
H 0.80231 0.66023 -0.02076
H -0.58458 0.74599 -2.15843
H -1.91558 1.27759 -1.03462
H -0.72139 4.24241 0.01102
H -2.07364 3.55254 -0.90205
H -1.50926 2.78222 0.59735
H -4.77142 -3.49025 0.00549
H -3.94634 -2.44070 -1.03373
H -3.83634 -4.20063 -2.32781
H -4.06037 -5.31335 -1.10253
H 1.81479 -3.03039 -3.81074
H -4.18359 -3.71987 2.86374
H -5.14407 -2.69832 2.00915
H -4.25175 -3.56470 4.91357
H -4.31789 -2.39461 7.01921
H -4.40477 1.26834 7.48727
H -4.91281 -0.26711 8.19313
H -3.21056 0.08194 8.00149
H -4.12612 1.29997 4.96847
H -4.14104 0.15253 2.89456
H -1.17605 -4.78656 1.20718
H -4.17873 -5.24739 1.30403
H -2.90204 -6.24146 0.53935
H -3.85935 -7.45576 2.17451
H -2.27351 -7.07281 2.81577
H -3.78124 -6.23964 3.42196
C 6.06219 -0.32462 -2.41260
C 5.23038 0.78242 -2.30834
C 3.86201 0.61101 -2.14812
C 3.32672 -0.66851 -2.08296
C 4.15921 -1.77523 -2.18343
C 5.52632 -1.60389 -2.35248
H 7.12934 -0.19006 -2.54053
H 5.64916 1.78030 -2.35211
H 3.21254 1.47471 -2.07267
H 2.25867 -0.80319 -1.95226
H 3.74149 -2.77370 -2.12934
H 6.17459 -2.46749 -2.43563
C -1.23882 1.20850 -5.43778
C -1.16777 2.56391 -5.73298
C -0.03753 3.29266 -5.38716
C 1.02549 2.66324 -4.75432
C 0.95478 1.30728 -4.46273
C -0.17836 0.57799 -4.79974
H -2.12229 0.64130 -5.70382
H -1.99532 3.05368 -6.23217
H 0.01493 4.35123 -5.61102
H 1.90954 3.23042 -4.48778
H 1.78517 0.81673 -3.97008
H -0.23474 -0.48070 -4.56444
C 6.42978 4.11320 0.91796
C 5.59874 5.22030 1.02182
C 4.23100 5.04847 1.18172
C 3.69374 3.76878 1.24718
C 4.52556 2.66231 1.14682
C 5.89337 2.83445 0.97800
H 7.49761 4.24673 0.78953
H 6.01765 6.21826 0.97725
H 3.58272 5.91256 1.25606
H 2.62707 3.63420 1.37615
H 4.10798 1.66451 1.19871
H 6.54154 1.97035 0.89370
C 1.26628 7.46783 -2.81719
C 2.44103 7.95753 -2.26174
C 3.17143 7.17169 -1.38113
C 2.73134 5.89300 -1.06339
C 1.55956 5.40053 -1.62066
C 0.82493 6.19112 -2.49489
H 0.69406 8.08181 -3.50228
H 2.78684 8.95246 -2.51496
H 4.08451 7.55539 -0.94230
H 3.30297 5.27811 -0.37939
H 1.21490 4.40215 -1.37702
H -0.09250 5.80915 -2.92590
C -0.30308 -10.02498 -3.64309
C -0.67652 -11.14958 -2.91941
C -1.30778 -11.00661 -1.69114
C -1.57344 -9.73853 -1.19106
C -1.20305 -8.61376 -1.91635
C -0.56459 -8.75738 -3.13998
H 0.19213 -10.13639 -4.60002
H -0.47478 -12.13851 -3.31292
H -1.59356 -11.88377 -1.12351
H -2.06976 -9.62620 -0.23493
H -1.41036 -7.62270 -1.53008
H -0.27180 -7.87916 -3.70264
C 12.49361 3.07356 2.06602
C 11.66271 4.18069 2.16993
C 10.29442 4.00950 2.33013
C 9.75806 2.73085 2.39549
C 10.58931 1.62367 2.29506
C 11.95655 1.79474 2.12630
H 13.56059 3.20718 1.93788
H 12.08191 5.17822 2.12537
H 9.64497 4.87304 2.40508
H 8.69088 2.59785 2.52506
H 10.17062 0.62648 2.34764
H 12.60419 0.93098 2.04274
C -6.78562 5.25163 0.25098
C -7.30769 5.97820 -0.81067
C -6.54632 6.96940 -1.41411
C -5.25897 7.22817 -0.96193
C -4.73583 6.49981 0.09703
C -5.50072 5.51441 0.70639
H -7.38124 4.47968 0.72362
H -8.30900 5.77157 -1.16768
H -6.95562 7.54015 -2.23841
H -4.66284 7.99803 -1.43602
H -3.73102 6.70012 0.44800
H -5.09288 4.94949 1.53602
*
```



[4]
This record from the OMol25 dataset describes a 2-piece molecular cluster, C9H14O overall at a distorted geometry. The level of theory is wB97M-V/def2-TZVPD.

The value obtained for the energy above the lowest of the compared OMol25 structures with the same formula, charge and spin is 155.9 kJ/mol. The expectation value of S² is 0.762. As for the largest force on an atom: 0.0740 Eh/bohr. The calculation puts the HOMO energy (alpha / beta) at 0.8 / -3.3 eV. The calculation puts the HOMO-LUMO gap (alpha / beta) at 0.1091 / 0.2575 Eh.

Geometry as ORCA input:
```
! RIJCOSX wB97M-V def2-TZVPD def2/J DEFGRID3
* xyz -1 2
C -1.74251 2.00735 -1.01196
C -0.95869 -0.35266 -1.32780
C -1.29005 0.68914 -0.49016
C -0.65846 -1.60594 -0.86560
C -0.52943 -1.86422 0.52259
C -1.28334 0.43103 0.88962
C -0.79268 -0.85171 1.44684
O -0.20921 -3.11800 1.00437
H -0.85419 0.06987 -2.33462
H -0.56251 -2.45436 -1.55137
H -2.84122 2.02874 -1.21505
H -1.23487 2.34718 -1.97399
H -1.83958 0.99615 1.67512
H -0.52774 -3.71986 0.28918
H -0.63491 -0.97392 2.49720
H -1.32354 2.74196 -0.31757
C 2.88076 2.59266 0.18451
C 3.14789 1.11798 -0.23970
H 2.39859 3.11710 -0.63914
H 2.32106 2.56091 1.10053
H 3.83543 3.09273 0.04098
H 2.48932 0.43995 0.35742
H 4.15809 0.94730 0.15299
H 3.40092 0.64298 -1.17394
*
```



[5]
This record from the OMol25 dataset describes an isolated ion of composition C10H15N2 and charge +1 at a distorted geometry. The level of theory is wB97M-V/def2-TZVPD.

The value obtained for the energy above the lowest of the compared OMol25 structures with the same formula, charge and spin is 284.5 kJ/mol. Its SMILES is C=c1[nH]ccc(=[NH+]\C)/c1=C/CC. As for the largest force on an atom: 0.0870 Eh/bohr. The calculation puts the HOMO energy at -12.2 eV. The calculation puts the HOMO-LUMO gap at 0.2877 Eh.

Geometry as ORCA input:
```
! RIJCOSX wB97M-V def2-TZVPD def2/J DEFGRID3
* xyz 1 1
C -0.07646 2.03283 1.05124
C 1.06002 2.47149 0.51279
C -0.69931 0.95240 0.57224
C -0.00305 0.10212 -0.39874
C 0.94820 0.92273 -1.25318
C 1.42434 0.67906 -2.49628
C -0.12230 -1.21233 -0.22687
C 0.59610 -3.68876 -0.34860
C -2.45018 1.26272 2.20770
C 0.66095 -2.24555 -1.01555
N 1.52435 2.03833 -0.63604
N -1.94310 0.64670 0.99985
H -0.39185 2.53097 2.00353
H 1.49452 3.30482 0.89060
H 2.14735 1.33445 -2.96606
H 0.90276 -0.13823 -3.04218
H -0.72681 -1.52421 0.66394
H -0.38517 -3.84970 -0.09324
H 1.13822 -3.66308 0.49848
H 0.87371 -4.58042 -0.99063
H -1.64028 1.30694 2.88381
H -2.80035 2.34764 2.05863
H -3.17981 0.75391 2.84868
H 0.26701 -2.23418 -2.12359
H 1.65644 -1.96426 -1.03713
H 2.17202 2.54835 -1.15365
H -2.44734 -0.13473 0.59023
*
```



[6]
This record from the OMol25 dataset describes C4H10N4O as an isolated structure at a distorted geometry. The level of theory is wB97M-V/def2-TZVPD.

The value obtained for the energy above the lowest of the compared OMol25 structures with the same formula, charge and spin is 256.8 kJ/mol. As for the largest force on an atom: 0.0472 Eh/bohr. The calculation puts the HOMO energy at -7.5 eV. The calculation puts the HOMO-LUMO gap at 0.3031 Eh.

Geometry as ORCA input:
```
! RIJCOSX wB97M-V def2-TZVPD def2/J DEFGRID3
* xyz 0 1
C -1.26086 0.01723 -1.24202
C -1.30367 -0.09435 0.24785
C 0.79873 -0.71553 0.10702
C -0.01551 0.39542 -0.46595
N -2.12974 0.77377 1.03475
N 1.64713 -0.44854 1.16542
N 1.30771 -1.66605 -0.75871
N 0.42965 1.78108 -0.49474
O -0.74346 -1.20043 0.85286
H -1.87643 0.68756 2.01379
H -1.99231 1.74286 0.75700
H 1.83895 0.51415 1.41099
H 2.07875 -1.24946 1.60727
H 1.60995 -2.52982 -0.32348
H 0.68307 -1.89386 -1.52180
H 1.09344 1.93988 -1.24861
H 0.90297 2.00534 0.37793
H -1.78280 0.84507 -1.70675
H -1.28557 -0.90433 -1.81282
*
```



[7]
This record from the OMol25 dataset describes C3H8FeO11P2S as an isolated structure at a distorted geometry. The level of theory is wB97M-V/def2-TZVPD.

The value obtained for the energy above the lowest of the compared OMol25 structures with the same formula, charge and spin is 753.8 kJ/mol. The expectation value of S² is 8.758. As for the largest force on an atom: 0.2170 Eh/bohr. The calculation puts the HOMO energy (alpha / beta) at 3.8 / 4.0 eV. The calculation puts the HOMO-LUMO gap (alpha / beta) at 0.0773 / 0.0712 Eh.

Geometry as ORCA input:
```
! RIJCOSX wB97M-V def2-TZVPD def2/J DEFGRID3
* xyz -3 6
Fe -2.14249 -2.65788 -0.89374
P -3.03753 -1.18765 0.67919
O -3.16363 -0.29080 1.88611
O -3.17047 -2.70511 0.76139
O -1.59533 -1.51206 0.48361
O -3.14045 -1.03423 -0.80138
P -1.16542 -4.16615 -2.43056
O -0.81997 -2.68818 -2.36939
O -0.74645 -4.00826 -0.98203
O -0.27812 -4.59995 -3.61290
O -2.64983 -3.72263 -2.36548
O 2.85550 0.08582 0.01348
S 1.43033 0.46756 0.32258
O 0.85237 -0.14500 1.49301
O 1.26567 2.11524 0.61268
C 2.05371 2.72857 1.66352
C 2.10593 4.22791 1.63632
C 0.24608 0.28671 -1.15215
H 3.00949 2.20486 1.68129
H 1.70414 2.60527 2.68856
H 1.10407 4.56633 1.90063
H 2.60536 4.62600 0.75303
H 2.68323 4.54778 2.50379
H 0.71205 0.46132 -2.12193
H -0.79822 0.57074 -1.02229
H 0.08002 -0.77621 -1.32742
*
```